[1]
{"formula": "C9H10F15NaO17S5", "method": "the ωB97M-V functional and the def2-TZVPD basis", "e_tot_ha": -5279.22493, "homo_energy_ev": 0.008, "charge": -4, "gap_ev": 6.102, "elements": ["Na", "C", "F", "F", "F", "S", "O", "O", "O", "C", "F", "F", "F", "S", "O", "O", "O", "C", "F", "F", "F", "S", "O", "O", "O", "C", "F", "F", "F", "S", "O", "O", "O", "C", "F", "F", "F", "S", "O", "O", "O", "C", "O", "C", "C", "O", "C", "H", "H", "H", "H", "H", "H", "H", "H", "H", "H"], "positions_angstrom": [[-2.4494, -17.2334, 7.6746], [-6.1744, -20.2148, 3.9824], [-6.8884, -20.7048, 2.9644], [-6.9841, -19.5080, 4.7849], [-5.6920, -21.2108, 4.6473], [-4.6649, -19.1736, 3.3828], [-3.5994, -20.0333, 2.8279], [-5.1666, -18.1905, 2.4138], [-4.1930, -18.5083, 4.6152], [-0.3613, -15.0217, 13.2773], [0.9514, -15.0408, 12.8694], [-0.8163, -16.1733, 13.8802], [-0.3445, -14.1226, 14.3075], [-1.4544, -14.5018, 11.7615], [-0.8664, -13.3349, 11.0482], [-1.4452, -15.6608, 10.8369], [-2.7861, -14.2196, 12.3640], [-4.6215, -20.6446, 10.0870], [-3.5640, -19.9519, 9.6567], [-5.1694, -21.3534, 9.0537], [-4.1549, -21.5467, 10.9654], [-5.9911, -19.5297, 10.9126], [-5.3337, -18.7424, 11.9133], [-6.4906, -18.6696, 9.8093], [-6.9905, -20.4868, 11.3814], [-4.3553, -13.0348, 6.5455], [-5.5968, -13.5084, 6.3030], [-3.6747, -13.7595, 7.4735], [-3.6850, -12.9111, 5.4342], [-4.5487, -11.2862, 7.3977], [-5.6261, -10.4746, 6.8023], [-4.6502, -11.6157, 8.7909], [-3.2581, -10.6862, 7.0462], [2.9026, -16.0868, 4.7019], [2.9903, -16.7145, 5.8428], [3.9608, -15.2899, 4.6379], [2.9475, -16.9810, 3.6403], [1.2557, -14.9690, 4.6582], [0.1374, -15.8296, 5.0123], [1.5166, -13.8553, 5.6195], [1.0642, -14.5367, 3.2444], [1.3574, -22.3225, 11.4080], [1.3188, -21.4331, 10.2835], [1.1360, -20.1031, 10.7332], [1.4833, -19.1027, 9.5780], [0.5388, -19.2335, 8.4260], [0.6290, -20.4351, 7.6115], [0.5206, -22.3113, 12.1064], [2.2723, -22.2284, 11.9929], [1.3539, -23.3186, 10.9653], [1.7349, -19.8540, 11.6091], [0.1323, -19.8987, 11.1059], [2.4592, -19.4326, 9.2217], [1.3980, -18.0847, 9.9580], [-0.3540, -20.4732, 7.1422], [0.7723, -21.3645, 8.1627], [1.4177, -20.4801, 6.8605]], "forces_ev_per_a": [[0.02, 0.31, -0.03], [1.20, 2.11, -0.92], [-0.49, -0.04, -0.36], [0.06, -0.15, -0.42], [0.45, -1.82, 1.28], [2.58, 2.81, -0.10], [-2.02, -0.40, 0.47], [-0.64, -1.44, 0.53], [-1.08, -1.19, -0.39], [-0.18, 0.99, 0.14], [-1.05, -1.18, 0.51], [1.25, 0.78, -1.20], [-0.34, -0.16, -0.67], [-2.67, 1.50, -3.06], [0.02, -1.67, 2.53], [0.47, 0.24, 1.88], [2.69, -0.74, -0.07], [-1.77, 0.24, 0.46], [-0.07, 0.04, -0.39], [0.71, 0.62, 0.54], [0.11, -0.19, 0.10], [-1.89, 1.60, -2.19], [0.93, -0.57, 0.77], [1.01, -1.75, 0.87], [0.93, -0.20, -0.10], [-1.06, 3.17, 2.47], [0.74, -0.91, -0.03], [-0.66, -0.52, -1.41], [0.34, -0.80, -0.65], [1.88, 1.65, -1.22], [-0.22, -1.49, 0.30], [-0.95, -0.34, 0.47], [-0.24, -0.51, -0.02], [-2.32, 1.38, -1.37], [0.01, -1.24, 0.75], [0.79, 0.20, -0.59], [0.22, 0.76, 1.34], [-1.77, 2.36, -1.02], [1.08, -0.64, 0.81], [0.48, -2.40, -1.62], [1.70, -0.54, 1.69], [0.19, -0.71, -1.08], [-0.07, -0.23, 1.89], [-0.29, 1.60, -0.95], [-1.61, -2.26, -0.72], [1.24, -0.42, 1.07], [-0.52, 0.18, 0.65], [-0.36, 0.62, -0.22], [0.23, 0.32, 0.00], [0.08, -0.12, 0.05], [0.74, -0.17, 0.02], [-0.49, -0.33, -0.36], [0.33, 0.63, -0.04], [0.20, -0.04, -0.36], [0.22, -0.11, -0.29], [-0.27, 0.28, 0.45], [0.16, 0.88, -0.16]], "mulliken_charge": [0.979, 0.581, -0.243, -0.216, -0.220, 1.040, -0.670, -0.685, -0.576, 0.472, -0.230, -0.220, -0.238, 1.069, -0.630, -0.552, -0.656, 0.489, -0.163, -0.232, -0.237, 1.078, -0.605, -0.647, -0.689, 0.534, -0.227, -0.188, -0.186, 1.072, -0.700, -0.618, -0.693, 0.550, -0.220, -0.234, -0.245, 1.056, -0.564, -0.648, -0.690, -0.820, -0.261, -0.458, -0.612, -0.278, -0.644, 0.330, 0.302, 0.255, 0.396, 0.357, 0.307, 0.382, 0.254, 0.244, 0.249]}

[2]
{"formula": "C9H10F3N2P", "method": "the ωB97M-V functional and the def2-TZVPD basis", "e_tot_ha": -1099.25859, "homo_energy_ev": -9.106, "gap_ev": 9.932, "elements": ["C", "C", "C", "C", "C", "C", "C", "C", "C", "N", "N", "F", "F", "F", "P", "H", "H", "H", "H", "H", "H", "H", "H", "H", "H"], "positions_angstrom": [[0.2775, 0.6191, 0.6956], [0.3926, 0.0024, -0.5216], [0.2626, 1.9515, 0.4435], [-1.2285, -1.0700, 1.6645], [0.0161, -0.3504, 1.8370], [0.0909, -1.7829, 1.2607], [0.3004, -1.8904, -0.3118], [0.6839, 0.9136, -2.9267], [-0.1160, 3.0091, 1.4543], [0.4389, 2.1301, -0.8838], [0.4918, 1.0019, -1.4767], [1.5461, -2.4507, -0.4584], [0.5504, 2.7310, 2.6063], [-1.4435, 2.8916, 1.7187], [-0.9913, -2.5184, -1.4266], [-1.7604, -1.3002, 2.5823], [-1.9544, -0.9356, 0.9322], [0.4013, 0.0003, 2.7935], [0.6332, -2.5150, 1.8407], [1.8140, 0.8901, -3.2208], [0.3788, -0.0506, -3.2285], [0.2706, 1.7331, -3.5150], [0.2374, 4.0436, 1.3090], [-1.1366, -3.8651, -0.8054], [-0.1557, -3.1882, -2.3630]], "forces_ev_per_a": [[-0.33, -3.27, 0.75], [0.45, -3.21, -0.72], [0.00, 1.53, -1.20], [0.12, -2.14, 2.39], [1.23, 2.07, -2.30], [-1.30, 1.06, -0.79], [1.56, 4.37, 2.18], [3.06, 0.20, 0.01], [1.37, 0.09, -0.65], [-0.48, 3.99, 1.16], [-0.06, -2.54, -0.01], [-0.16, 0.06, -0.52], [0.11, -0.74, 1.05], [-0.01, 0.44, 0.01], [-0.68, -1.95, 0.25], [0.32, -0.60, 0.13], [-0.64, 0.87, -1.62], [-0.20, -0.77, 0.00], [-0.43, -0.31, -0.02], [-1.70, 0.29, 0.92], [-0.92, -0.89, -0.47], [-0.46, -0.16, 0.59], [-1.00, -0.22, -0.94], [-0.06, 1.24, -0.21], [0.20, 0.58, -0.02]], "mulliken_charge": [0.794, -0.933, -0.201, -1.085, -0.062, -0.544, 0.900, -0.798, 0.378, -1.164, 0.955, -0.316, -0.281, -0.246, -0.170, 0.277, 0.287, 0.526, 0.429, 0.275, 0.266, 0.309, 0.256, 0.074, 0.074]}

[3]
{"formula": "C9H10FIO", "method": "the ωB97M-V functional and the def2-TZVPD basis", "e_tot_ha": -821.56695, "homo_energy_ev": -8.665, "gap_ev": 8.552, "elements": ["C", "C", "C", "C", "C", "C", "C", "C", "C", "O", "F", "I", "H", "H", "H", "H", "H", "H", "H", "H", "H", "H"], "positions_angstrom": [[-0.6573, 1.4638, -0.2659], [-1.6901, 1.3328, -0.8806], [-4.3050, 1.2185, -0.0634], [0.6368, 1.3273, 0.2181], [0.8585, -0.1389, 0.8191], [-0.4411, -0.8884, 0.8984], [-0.9365, -1.3743, -0.4634], [-2.4271, -1.0214, -0.6357], [-2.7294, 0.4682, -1.0558], [-4.6106, 2.3493, -0.0029], [-3.2411, 0.4682, -2.3574], [-5.6296, -0.3912, 0.3054], [1.4488, 1.2923, -0.5365], [0.7823, 2.1390, 0.9634], [1.5628, -0.7572, 0.3291], [1.2863, 0.0666, 1.8685], [-0.3832, -1.7905, 1.6048], [-1.2558, -0.3627, 1.3123], [-0.4031, -1.0511, -1.2375], [-0.9134, -2.4098, -0.5828], [-2.8287, -1.4780, -1.4571], [-3.0452, -1.2205, 0.2016]], "forces_ev_per_a": [[-1.55, 0.36, -2.28], [2.31, 1.39, 1.26], [1.93, -0.20, -2.18], [3.04, -0.79, 1.18], [-0.76, 1.97, 3.36], [0.36, -2.80, 0.69], [-3.38, 0.01, 3.01], [1.00, 2.94, -0.11], [-3.88, -1.18, 0.43], [0.61, -0.73, 0.25], [-0.02, 0.11, 0.70], [-0.81, -0.48, 0.41], [-0.75, 1.13, -0.02], [0.61, -0.71, -0.29], [0.90, -0.14, -0.95], [-0.60, -0.62, -1.40], [0.34, 1.08, -0.95], [-0.56, 1.22, 0.74], [2.25, 1.89, -3.18], [0.24, -2.00, 0.28], [-1.08, -1.88, -1.96], [-0.22, -0.56, 1.00]], "mulliken_charge": [-0.113, -0.083, 0.263, -0.652, -0.828, -0.781, -1.225, -1.060, 0.940, -0.368, -0.348, 0.001, 0.204, 0.341, 0.454, 0.286, 0.362, 0.482, 0.636, 0.535, 0.647, 0.308]}

[4]
{"formula": "C9H10FeN2", "method": "the ωB97M-V functional and the def2-TZVPD basis", "e_tot_ha": -1721.84667, "homo_energy_ev": [3.245, 0.371], "charge": -2, "gap_ev": [3.155, 5.877], "multiplicity": 5, "s_squared": 6.311, "elements": ["C", "C", "C", "C", "C", "Fe", "C", "C", "C", "N", "H", "H", "H", "H", "H", "H", "H", "H", "H", "H", "N", "C"], "positions_angstrom": [[0.3069, -1.3386, -2.0011], [-1.0112, -1.3388, -1.5143], [-0.9891, -1.8376, -0.1723], [0.3208, -2.2211, 0.1646], [1.2614, -1.9146, -0.9983], [0.3597, -0.2374, -0.2467], [-1.4308, 1.9894, -0.7290], [-0.8029, 2.8892, -1.5019], [0.2965, 3.0514, -2.2155], [2.2326, -0.9134, -0.3370], [-1.8766, -1.9292, 0.4781], [-1.9198, -1.1404, -2.0884], [0.6521, -2.5809, 1.1305], [1.9297, -2.6572, -1.4356], [0.5826, -1.0729, -3.0316], [-2.1196, 1.3627, -1.3589], [2.6270, -0.3298, -1.1466], [-1.6281, 2.1606, 0.3379], [0.3473, 3.6909, -3.0713], [1.2419, 2.5021, -2.1099], [-0.3559, 1.2383, 2.5177], [-0.0244, 0.6274, 1.5559]], "forces_ev_per_a": [[-0.96, 0.17, -1.44], [0.24, -1.13, -0.40], [-1.01, -1.35, 0.40], [-0.37, -0.99, -0.55], [1.61, -1.20, 0.29], [0.38, 3.76, 1.51], [-1.27, -1.39, 0.76], [0.87, 1.02, -1.55], [0.14, 0.17, -0.38], [-0.10, 1.12, -1.68], [0.68, 0.20, -0.42], [0.46, 0.47, 0.34], [0.00, 0.15, -0.14], [-0.13, -0.98, -0.24], [-0.06, -0.06, 0.60], [0.55, 0.29, 1.09], [-0.46, -0.85, 1.20], [-0.22, -0.17, -0.65], [-0.02, 0.93, -0.10], [-0.08, -0.69, 0.33], [0.74, -1.41, -1.70], [-0.97, 1.93, 2.73]], "mulliken_spin": [-0.328, 0.178, -0.020, -0.210, -0.059, 3.415, 0.310, 1.115, -0.099, 0.033, -0.017, -0.013, -0.015, -0.024, 0.048, -0.038, 0.020, -0.031, -0.282, -0.115, 0.058, 0.074]}

[5]
{"formula": "C9H10INO2", "method": "the ωB97M-V functional and the def2-TZVPD basis", "e_tot_ha": -851.64146, "homo_energy_ev": -8.756, "gap_ev": 9.156, "smiles": "N[C@H](Cc1ccc(I)cc1)C(=O)O", "elements": ["N", "C", "C", "C", "C", "C", "C", "I", "C", "C", "C", "O", "O", "H", "H", "H", "H", "H", "H", "H", "H", "H", "H"], "positions_angstrom": [[0.4323, -1.9277, -2.3368], [0.3643, -0.6609, -1.6301], [-0.9106, -0.5172, -0.5796], [-0.6667, 0.2144, 0.7419], [-0.2952, 1.4002, 0.7865], [0.0310, 2.0333, 2.0018], [0.1969, 1.3137, 3.0169], [0.8544, 2.2307, 4.8882], [0.0501, -0.2591, 3.1447], [-0.1677, -0.7766, 1.9611], [0.1518, 0.4401, -2.5676], [-0.1786, 1.5166, -2.3860], [0.7353, 0.1224, -3.5996], [0.8467, -2.6986, -1.8275], [-0.3555, -2.3676, -2.8166], [1.4280, -0.3501, -1.0805], [-1.7573, -0.0043, -1.0687], [-1.1645, -1.7878, -0.4758], [-0.6396, 2.1654, -0.2069], [-0.1026, 3.1970, 2.0487], [0.2341, -0.7724, 3.9128], [-0.2120, -1.6351, 1.7189], [1.1255, -0.8763, -3.6459]], "forces_ev_per_a": [[1.07, -1.19, 0.08], [-1.32, 0.12, 4.84], [0.23, -3.82, -0.01], [1.84, -10.56, 0.62], [-1.60, 9.12, -3.58], [-1.09, 5.61, -3.37], [1.06, -5.36, 7.64], [-0.46, -0.36, -0.76], [-0.22, 7.96, -6.58], [-2.21, 12.63, -1.12], [2.35, -4.00, 1.73], [-3.37, 6.45, 1.90], [4.20, -3.22, -8.33], [0.23, 0.41, 0.31], [-0.29, 1.14, 0.39], [-2.77, -1.28, -1.29], [0.42, -0.53, -0.16], [0.17, 3.91, 0.29], [1.47, -2.39, 2.98], [0.94, -2.39, -0.02], [1.65, -3.51, 6.35], [-0.63, -11.51, -2.73], [-1.67, 2.79, 0.83]], "mulliken_charge": [-0.808, 0.820, -0.816, 0.210, 0.043, -0.236, 0.015, -0.034, -0.645, -1.126, 0.217, -0.522, -0.555, 0.244, 0.188, 0.224, 0.410, 0.245, 0.089, 0.243, 0.652, 0.730, 0.411]}

[6]
{"formula": "C9H10N", "method": "the ωB97M-V functional and the def2-TZVPD basis", "e_tot_ha": -403.11554, "homo_energy_ev": -13.422, "charge": 1, "gap_ev": 7.163, "elements": ["C", "C", "C", "C", "C", "C", "C", "C", "C", "N", "H", "H", "H", "H", "H", "H", "H", "H", "H", "H"], "positions_angstrom": [[-1.3268, -0.0734, -0.5475], [1.2787, -1.3740, -0.1166], [2.2516, -0.2170, -0.0326], [3.1088, 0.5341, 0.9081], [3.6214, 0.1785, -0.5057], [-1.9489, -1.3836, -0.1561], [-0.1391, 0.5406, -0.8554], [-2.6047, -0.0570, -0.0447], [-3.7278, 0.6306, 0.5389], [0.9820, -0.0938, -0.5908], [2.8137, 1.5168, 1.0322], [3.6080, -0.1041, 1.7884], [4.3334, -0.6165, -0.4934], [3.8544, 0.8055, -1.2546], [-2.3330, -2.1342, -0.9526], [-1.5693, -2.0333, 0.5920], [-0.1008, 1.6346, -1.2709], [-4.3212, -0.2036, 1.0065], [-4.2832, 1.0281, -0.3438], [-3.4972, 1.4216, 1.2988]], "forces_ev_per_a": [[-2.26, -0.48, -0.10], [0.84, 1.71, -0.19], [1.01, -1.15, -0.78], [1.84, -2.85, 0.61], [-0.68, -2.80, 3.54], [-0.86, -1.02, -2.13], [-0.48, 2.80, -0.39], [3.18, -0.45, -0.44], [-1.23, -0.72, 0.55], [-0.85, -1.14, 0.11], [-0.31, 1.86, 0.77], [-1.44, 1.82, -1.99], [0.24, -0.64, 0.07], [-0.03, 2.71, -2.34], [0.71, 1.68, 0.59], [0.15, 0.03, 1.55], [0.03, -2.13, 1.01], [0.13, 1.25, -0.28], [0.08, 0.10, 0.78], [-0.06, -0.57, -0.95]], "mulliken_charge": [0.143, -0.565, 0.801, -0.537, -0.782, -0.662, -0.057, 0.463, -0.861, 0.141, 0.291, 0.232, 0.255, 0.321, 0.222, 0.287, 0.377, 0.321, 0.285, 0.326]}

Question: Which formula does entry 1 have?
Answer: C9H10F15NaO17S5